Entry 1:
# C6H10

The molecule C6H10 (ωB97M-V with the def2-TZVPD basis set, OMol25).

Properties
HOMO energy ... -9.3 eV
Kohn-Sham gap ... 10.40 eV

Atoms and positions in Å:
C  -1.26  -2.08  -0.82
C  -1.84  -0.74  -0.33
C  -0.91  -0.01  0.51
C  -0.05  0.68  1.00
C  1.09  1.57  1.16
C  2.05  1.25  0.00
H  -0.17  -2.03  -0.94
H  -1.48  -2.89  -0.12
H  -1.70  -2.33  -1.79
H  -2.04  -0.09  -1.19
H  -2.80  -0.88  0.18
H  1.58  1.46  2.13
H  0.72  2.60  1.08
H  1.50  1.37  -0.94
H  2.92  1.91  0.00
H  2.38  0.21  0.07


Entry 2:
# C27H11BCl5F4N3O7STa

A structure of composition C27H11BCl5F4N3O7STa (ωB97M-V with the def2-TZVPD basis set, OMol25).

Properties
Net charge ... -1
HOMO energy ... -7.0 eV
Kohn-Sham gap ... 7.59 eV

Atoms and positions in Å:
Ta  -0.25  -0.07  -0.04
O  -1.74  -2.65  2.84
C  -1.73  -1.79  2.00
O  -0.94  -1.73  0.95
C  -2.66  -0.61  1.99
C  -3.82  -0.47  2.73
C  -4.65  0.59  2.43
C  -4.34  1.42  1.36
C  -3.15  1.20  0.69
N  -2.31  0.24  1.05
C  -2.74  1.78  -0.64
O  -3.39  2.64  -1.20
O  -1.70  1.16  -1.08
H  -4.04  -1.20  3.50
H  -5.58  0.74  2.98
H  -4.99  2.21  1.01
Cl  1.82  -2.73  1.64
C  1.76  -1.17  2.35
C  1.01  -0.14  1.79
C  0.96  1.03  2.52
Cl  -0.07  2.31  1.90
C  1.65  1.27  3.71
Cl  1.54  2.77  4.53
C  2.44  0.24  4.20
Cl  3.34  0.48  5.65
C  2.49  -0.98  3.53
Cl  3.45  -2.25  4.19
F  1.64  -0.73  -0.70
B  3.16  -0.29  -0.62
F  3.51  -0.30  -1.95
F  3.14  0.96  -0.06
F  3.79  -1.23  0.12
N  -1.27  -4.92  -5.71
C  -1.12  -4.18  -4.85
C  -0.92  -3.25  -3.77
C  -1.43  -1.96  -3.87
C  -1.24  -1.06  -2.82
C  -0.55  -1.43  -1.67
C  -0.05  -2.74  -1.60
C  -0.23  -3.64  -2.63
H  -1.97  -1.66  -4.76
H  -1.64  -0.06  -2.92
H  0.50  -3.06  -0.73
H  0.17  -4.64  -2.56
O  2.56  5.41  -1.57
S  1.34  4.83  -2.05
O  0.24  5.69  -2.38
N  0.83  3.64  -1.01
C  0.90  2.50  -1.60
O  0.56  1.39  -1.06
C  1.39  2.46  -3.00
C  1.58  1.38  -3.84
C  2.06  1.64  -5.12
C  2.35  2.94  -5.53
C  2.17  4.02  -4.68
C  1.69  3.74  -3.41
H  1.38  0.37  -3.50
H  2.23  0.81  -5.80
H  2.73  3.10  -6.53
H  2.40  5.03  -4.99


Entry 3:
# C4H7NO

The molecule C4H7NO (ωB97M-V with the def2-TZVPD basis set, OMol25).

Properties
HOMO energy (alpha / beta) ... -8.4 / -8.3 eV
Kohn-Sham gap (alpha / beta) ... 8.94 / 8.01 eV

Atoms and positions in Å:
C  -0.03  0.82  -0.64
C  -0.89  1.67  0.09
C  -1.20  0.15  -0.14
C  1.84  -0.89  -0.18
N  1.36  0.39  0.08
O  2.14  1.26  0.53
H  -0.47  2.05  1.03
H  -1.68  2.23  -0.41
H  -2.09  0.11  -0.77
H  -1.19  -0.55  0.74
H  2.43  -0.93  -1.04
H  1.04  -1.65  -0.12
H  2.48  -1.21  0.78


Entry 4:
# C3H9N2

A cluster of 2 separate species, C3H9N2 in total (ωB97M-V with the def2-TZVPD basis set, OMol25).

Properties
Net charge ... +2
HOMO energy (alpha / beta) ... -20.8 / -21.3 eV
Spin multiplicity ... 2
Kohn-Sham gap (alpha / beta) ... 9.71 / 7.46 eV
⟨S²⟩ ... 0.791

Atoms and positions in Å:
C  -1.23  0.12  -0.13
N  -1.20  -0.17  -1.59
H  -1.16  -0.53  0.69
H  -1.89  1.06  0.02
H  -2.15  0.07  -1.97
H  -0.93  -1.16  -1.63
C  0.60  1.32  0.44
C  0.88  -0.10  0.09
N  1.43  -0.99  1.11
H  1.00  2.17  -0.33
H  0.65  1.70  1.56
H  1.42  -0.46  -0.80
H  1.75  -1.74  0.59
H  0.85  -1.29  1.95


Entry 5:
# CHNO2P

The ion CHNO2P with charge -1 (ωB97M-V with the def2-TZVPD basis set, OMol25).

Properties
Net charge ... -1
HOMO energy ... -4.2 eV
Kohn-Sham gap ... 8.66 eV

Atoms and positions in Å:
C  -2.53  -0.43  -0.13
N  -3.52  -1.01  -0.35
O  -0.67  1.82  -0.53
O  -0.02  -0.30  0.85
P  -1.23  0.91  0.65
H  0.18  -0.40  -0.08


Entry 6:
# C4H14NO3

A cluster of 3 separate species, C4H14NO3 in total (ωB97M-V with the def2-TZVPD basis set, OMol25).

Properties
Net charge ... -1
HOMO energy ... -4.4 eV
Kohn-Sham gap ... 8.13 eV

Atoms and positions in Å:
C  -1.77  0.64  -2.18
N  -0.86  0.44  -0.99
C  0.54  0.05  -1.39
C  -1.43  -0.50  -0.04
C  -0.51  -0.59  1.15
O  0.37  -1.67  1.04
H  -2.63  1.22  -1.62
H  -1.96  -0.23  -2.71
H  -1.27  1.40  -2.84
H  0.72  -0.96  -1.30
H  1.28  0.69  -0.80
H  0.71  0.33  -2.51
H  -2.43  -0.19  0.21
H  -1.51  -1.48  -0.42
H  -1.10  -0.73  2.12
H  0.23  0.24  1.30
H  1.03  1.21  2.99
H  1.98  0.87  1.78
O  1.40  1.70  2.17
H  1.48  -1.29  1.23
H  3.22  -0.72  1.18
O  2.54  -0.45  1.64


Computed E (Eh) in order:
-234.5476, -4907.4282, -286.3947, -228.2907, -585.3881, -441.2198
Computed ΔE to the lowest compared entry with this formula, charge and spin (kcal per mole) in order:
34.5, 31.0, 148.7, 127.3, 0.0, 62.2
Computed strongest force on any atom (eV/A) in order:
0.550, 2.203, 6.090, 6.937, 3.705, 7.068